ORCA calculation (ωB97M-V/def2-TZVPD) on 3 unconnected molecules or ions with the total composition C11H28B3ClO7.

The geometry in XYZ format:
```
50
Properties=species:S:1:pos:R:3:nbo_charge:R:1
C 1.10640 -0.11723 -0.12680 -0.248
O -0.12353 -0.37204 -0.78841 -0.564
C -0.08155 -0.21474 -2.19138 -0.057
C -0.72005 1.10525 -2.68137 -0.421
C -0.70964 2.25071 -1.65338 -0.814
B -2.10594 2.80562 -1.24863 1.204
O -2.24581 3.64343 -0.13633 -0.890
B -3.28924 3.33857 0.69968 1.032
Cl -3.27908 3.92222 2.35402 -0.177
O -4.34138 2.56825 0.26211 -0.895
B -4.17081 1.85719 -0.92370 1.194
C -4.79058 0.43826 -1.13215 -0.814
C -4.14038 -0.53660 -0.12682 0.117
C -4.30045 -2.00618 -0.54746 -0.635
O -4.63614 -0.33924 1.19354 -0.720
O -3.29076 2.39949 -1.84854 -0.895
H 1.73775 -1.00520 -0.11072 0.193
H 1.65314 0.69982 -0.60752 0.168
H 0.87622 0.19063 0.89269 0.184
H 0.94545 -0.31638 -2.55764 0.170
H -0.64713 -1.05087 -2.61104 0.180
H -0.18326 1.42678 -3.57620 0.207
H -1.74029 0.89709 -3.00632 0.209
H -0.24028 1.95113 -0.71438 0.261
H -0.10858 3.09374 -2.01500 0.251
H -5.88061 0.40221 -1.02728 0.231
H -4.53794 0.10011 -2.13836 0.240
H -3.06710 -0.31855 -0.06244 0.175
H -3.36148 -2.54807 -0.43584 0.217
H -4.62708 -2.10299 -1.58334 0.203
H -5.03828 -2.48286 0.09758 0.223
H -5.48661 0.11983 1.15095 0.468
C 2.92715 0.09248 4.90508 -0.634
C 2.22796 0.04491 3.56086 -0.064
O 3.00676 -0.60960 2.56354 -0.723
H 3.89035 0.59513 4.81495 0.213
H 2.32124 0.62601 5.63855 0.215
H 3.10533 -0.91638 5.28514 0.198
H 2.06021 1.05263 3.18085 0.178
H 1.25089 -0.44115 3.65651 0.159
H 3.16532 -1.51335 2.85421 0.459
C 6.12322 -2.08693 -0.94835 -0.634
C 4.63510 -2.27735 -0.72989 -0.062
O 3.85148 -1.36311 -1.48827 -0.722
H 6.41466 -1.06679 -0.69820 0.215
H 6.69842 -2.77678 -0.32914 0.213
H 6.38901 -2.27001 -1.99234 0.197
H 4.37304 -2.07968 0.30976 0.181
H 4.34433 -3.30821 -0.96085 0.153
H 4.04053 -1.50124 -2.42190 0.460
```

Results
Frontier orbital gap = 10.051 eV
Charge = 0
Structure (SMILES) = COCCCB1OB(Cl)OB(C[C@H](C)O)O1.CCO.CCO
Energy relative to the best compared isomer or geometry (same formula, charge and spin) = 0.0 kJ/mol

***

ORCA calculation (ωB97M-V/def2-TZVPD) on 2 unconnected molecules or ions with the total composition C11H15NOS2 in a non-equilibrium geometry.

The geometry in XYZ format:
```
30
Properties=species:S:1:pos:R:3:nbo_charge:R:1
C -2.18909 2.72222 -1.07218 -0.255
C -1.35058 1.62493 -1.10055 -0.151
C -2.21927 3.51295 0.06719 0.026
C -0.69762 2.20159 1.12400 0.052
C -0.54172 1.33598 0.01731 -0.189
C 1.92936 -1.38155 1.20725 -0.380
C 2.41496 -1.99886 -0.09822 -0.426
C 1.43338 0.05137 1.01404 -0.492
C 1.26897 -2.17004 -1.06839 -0.584
C 0.32425 0.20654 0.02858 -0.102
C -1.59606 -1.38053 0.69792 -0.568
N -1.49242 3.24362 1.14378 -0.413
O 1.82583 0.19673 -2.09915 -0.994
S -2.77624 -1.02045 -0.50210 0.126
S 0.63733 -0.51806 -1.61746 1.241
H -2.80098 2.96953 -1.92514 0.219
H -1.26681 1.03074 -1.99823 0.223
H -2.84135 4.39379 0.12805 0.193
H -0.14226 2.04092 2.03680 0.185
H 1.12510 -1.99084 1.62815 0.193
H 2.74893 -1.36683 1.93034 0.215
H 3.15888 -1.34607 -0.56322 0.230
H 2.88658 -2.96550 0.09467 0.216
H 1.14007 0.45479 1.98442 0.220
H 2.27200 0.66020 0.64701 0.234
H 1.58761 -2.66713 -1.98471 0.234
H 0.43231 -2.71455 -0.63775 0.209
H -1.77948 -0.89649 1.64109 0.216
H -1.17639 -2.36759 0.71091 0.203
H -2.31528 -1.86141 -1.43441 0.120
```

Results
Frontier orbital gap (alpha / beta) = 7.350 / 7.084 eV
Charge = 0
Energy relative to the best compared isomer or geometry (same formula, charge and spin) = 364.0 kJ/mol

***

ORCA calculation (ωB97M-V/def2-TZVPD) on a molecular structure, C45H114F3KN12O15P2S in a non-equilibrium geometry.

The geometry in XYZ format:
```
193
Properties=species:S:1:pos:R:3:mulliken_charge:R:1
K 1.46542 -3.84676 2.99676 0.799
C 0.41885 -0.07578 -0.89930 -0.240
F -0.82624 0.03358 -0.45220 0.225
F 0.44128 -0.94517 -1.90492 -0.039
F 0.86972 1.10405 -1.28497 0.010
S 1.54031 -0.72156 0.49695 -0.369
O 1.07836 -2.09599 0.74402 -0.505
O 2.83125 -0.63009 -0.14943 0.065
O 1.36245 0.16769 1.64498 0.399
O -4.32918 4.72491 3.14204 -0.827
P -4.95154 3.88929 2.09423 0.140
N -6.09656 2.86007 2.81329 0.257
C -5.70459 1.53376 3.26054 -0.657
C -7.22463 3.50432 3.45542 -1.212
N -4.02323 2.80777 1.21404 1.206
C -4.62795 2.12062 0.09103 -1.372
C -2.60875 3.12315 1.01807 -0.847
N -5.73139 4.80335 0.88984 0.255
C -6.99651 4.45671 0.24272 -0.440
C -4.93019 5.77002 0.14836 -1.044
H -4.98445 1.51421 4.08654 0.260
H -5.28201 1.00686 2.40836 -0.084
H -6.57863 0.99340 3.62744 0.523
H -6.95363 4.37895 4.05009 0.357
H -7.73750 2.83198 4.14918 0.441
H -8.01767 3.72042 2.73313 0.289
H -4.09830 1.20704 -0.18053 0.374
H -5.64396 1.80531 0.34850 0.536
H -4.77898 2.65106 -0.85556 -0.152
H -2.11769 2.25672 0.57100 -0.151
H -2.46350 3.96321 0.33206 0.295
H -2.07923 3.26699 1.95961 0.445
H -6.90506 3.76571 -0.59595 -0.007
H -7.70075 4.14314 1.00995 -0.047
H -7.43648 5.38974 -0.12269 0.458
H -5.55372 6.65385 -0.01557 0.429
H -4.63136 5.37465 -0.82785 0.199
H -4.09521 6.08519 0.77329 0.302
O 7.67766 0.84079 -3.52780 -0.895
P 6.22523 0.67973 -3.81521 0.114
N 5.67974 -0.86693 -3.51146 0.830
C 6.03214 -1.85167 -4.52331 -1.220
C 5.89738 -1.36581 -2.13670 -1.352
N 5.87663 1.01725 -5.42327 0.280
C 4.69441 0.48192 -6.07875 -1.019
C 6.55401 2.13038 -6.08289 -1.208
N 5.18935 1.73937 -2.98313 0.257
C 3.77614 1.45049 -2.87675 -0.669
C 5.69735 2.45327 -1.80916 -0.794
H 5.81288 -1.53788 -5.54117 0.247
H 5.58487 -2.82883 -4.34247 0.451
H 7.11841 -2.03024 -4.56584 0.347
H 5.91398 -2.45339 -2.11090 0.408
H 5.14054 -0.98823 -1.45057 0.301
H 6.89792 -1.05236 -1.82418 0.317
H 4.08295 1.29903 -6.47408 0.490
H 4.94131 -0.21426 -6.88665 0.480
H 4.07560 -0.04550 -5.35267 -0.053
H 7.60104 1.82429 -6.17042 0.369
H 6.19456 2.19150 -7.10839 0.453
H 6.56824 3.10771 -5.59996 0.281
H 3.47934 0.49456 -2.43440 0.218
H 3.26171 2.20944 -2.27910 0.194
H 3.24775 1.57038 -3.83012 0.206
H 6.75570 2.66916 -1.97486 0.443
H 5.66180 1.84617 -0.89986 0.147
H 5.18324 3.41295 -1.76270 0.289
O 1.10611 4.71091 2.99762 -0.632
C 1.73417 4.25993 2.07970 0.240
O 1.62799 4.66975 0.81387 -0.402
C 2.51187 3.91881 -0.04305 0.228
C 3.43234 3.12002 0.85716 0.360
C 2.71176 3.09419 2.19375 0.939
H 3.06827 4.51236 -0.76441 0.242
H 1.84837 3.23826 -0.58059 -0.238
H 4.38522 3.63868 0.97939 0.401
H 3.58920 2.10977 0.47969 -0.456
H 3.29552 3.16145 3.10713 0.152
H 2.07989 2.20864 2.28767 -0.857
O 4.07391 -6.05079 0.50510 -0.625
C 3.36851 -5.63376 -0.37459 0.495
O 2.54600 -6.40736 -1.11190 -0.400
C 1.71161 -5.57537 -1.95629 -0.359
C 1.69040 -4.25164 -1.20760 1.072
C 3.08586 -4.17613 -0.60993 1.125
H 0.71355 -6.00466 -1.99424 0.367
H 2.11952 -5.45128 -2.95880 0.140
H 0.90262 -4.28486 -0.45326 -0.370
H 1.41585 -3.40018 -1.82852 -0.482
H 3.07492 -3.60939 0.31404 -0.562
H 3.82428 -3.70071 -1.25751 -0.361
C -2.31435 -0.61293 2.67143 -0.641
C -2.08350 -2.04470 3.12838 1.059
C -3.35583 -2.71303 3.62116 -0.817
O -3.80222 -2.09234 4.81475 -0.324
C -5.16511 -2.24037 5.02321 -0.745
N -1.40731 -2.83179 2.09282 -0.318
H -2.73627 -0.00445 3.47383 0.471
H -2.94124 -0.51093 1.78018 0.301
H -1.38749 -0.10198 2.38967 -0.381
H -1.41366 -2.00160 3.99615 0.023
H -3.18459 -3.78062 3.79978 0.485
H -4.12731 -2.67179 2.84346 0.122
H -5.40731 -1.90219 6.03711 0.277
H -5.54651 -3.26934 4.99290 0.332
H -5.80979 -1.60831 4.39589 0.218
H -2.10189 -3.06490 1.39388 0.244
H -0.74217 -2.19891 1.66072 -0.244
C -6.17296 -3.73339 0.05420 -1.520
C -5.62637 -2.46347 -0.59234 0.860
C -4.34318 -2.71582 -1.38445 -0.331
O -3.27211 -2.96755 -0.48643 -0.325
C -2.07768 -3.14654 -1.24484 -0.740
N -6.60425 -1.92434 -1.56023 -0.543
H -5.35891 -4.11435 0.68000 0.303
H -6.43393 -4.49917 -0.67985 0.377
H -7.06985 -3.60333 0.65977 0.420
H -5.38670 -1.65229 0.10190 -0.180
H -4.08709 -1.83495 -1.96362 -0.072
H -4.56934 -3.58108 -2.02253 0.326
H -2.26188 -3.73540 -2.14853 0.565
H -1.36769 -3.70089 -0.61926 0.152
H -1.66579 -2.18775 -1.56346 0.089
H -6.69135 -2.63896 -2.27859 0.258
H -7.51439 -1.81838 -1.12949 0.252
C 2.27730 -2.28703 -4.52526 0.267
C 1.57161 -2.98624 -5.68191 0.183
C 2.20754 -2.69828 -7.02297 -1.010
O 3.61179 -2.92280 -7.06379 -0.106
C 4.00254 -4.11605 -7.72241 -0.843
N 1.29997 -4.41419 -5.39261 -0.596
H 1.67425 -2.23506 -3.61650 -0.715
H 2.39375 -1.25786 -4.86566 0.241
H 3.16166 -2.79733 -4.14328 -0.016
H 0.56642 -2.54979 -5.73694 0.298
H 2.04896 -1.66436 -7.34109 0.395
H 1.74838 -3.33879 -7.78836 0.480
H 3.67994 -4.07767 -8.76452 0.318
H 3.53476 -4.98041 -7.23832 0.300
H 5.07083 -4.28764 -7.62321 0.241
H 0.62846 -4.74022 -6.08807 0.310
H 2.12044 -4.94264 -5.69437 0.252
C -6.17831 2.09070 -3.84759 -1.208
C -4.94642 1.19593 -3.99246 0.310
C -3.73164 2.07576 -4.21914 -0.784
O -2.60603 1.21339 -4.31628 -0.362
C -1.36037 1.73385 -3.81386 -0.347
N -4.75193 0.49366 -2.73181 0.097
H -6.21084 2.76475 -4.70762 0.458
H -6.09374 2.73111 -2.96923 -0.026
H -7.08968 1.49503 -3.81406 0.407
H -5.04588 0.54097 -4.86660 0.377
H -3.60819 2.76677 -3.37748 0.241
H -3.80006 2.60533 -5.17805 0.385
H -0.73169 0.84814 -3.78790 -0.004
H -1.54475 2.15045 -2.82243 0.202
H -1.00539 2.47492 -4.53147 0.365
H -4.02191 -0.19793 -2.76559 -0.208
H -5.62753 0.06739 -2.44646 0.104
C 1.62664 2.48912 7.21691 -1.010
C 0.38888 1.67959 7.53024 0.590
C 0.66780 0.19812 7.29333 -0.921
O 0.79592 -0.31002 5.96971 -0.443
C -0.13077 0.18596 5.02673 -0.130
N 0.11834 1.88687 8.95247 -0.746
H 2.47117 2.20071 7.84695 0.255
H 1.48824 3.55140 7.44236 0.436
H 1.92930 2.50985 6.16813 0.071
H -0.42667 1.97571 6.87192 0.249
H -0.00143 -0.40477 7.93101 0.286
H 1.58245 -0.15960 7.78756 0.395
H -1.16854 -0.08687 5.25096 0.435
H 0.13643 -0.25115 4.06095 -0.605
H -0.10288 1.27559 4.93632 0.385
H -0.67489 1.35570 9.29608 0.276
H 0.90149 1.59094 9.52453 0.268
C 4.78888 -1.00599 2.87720 -1.134
C 4.11001 -0.96704 4.22145 0.161
C 4.22360 0.36274 4.97655 0.678
O 5.54633 0.57056 5.42459 -0.491
C 5.63007 1.59017 6.39568 -0.656
N 2.71057 -1.35700 4.02710 -0.072
H 5.88179 -1.01160 2.94393 0.530
H 4.54840 -0.16776 2.21619 0.040
H 4.60096 -1.90963 2.29115 0.196
H 4.60808 -1.69020 4.87763 0.343
H 3.57368 0.39832 5.85612 0.145
H 3.92378 1.15034 4.26873 -0.429
H 5.16253 1.28883 7.33758 0.258
H 5.09729 2.46844 6.00902 0.257
H 6.66593 1.88259 6.54386 0.301
H 2.14986 -1.10966 4.83659 0.414
H 2.32410 -0.83862 3.24003 -0.488
```

Results
Frontier orbital gap = 7.659 eV
Charge = 0

***

ORCA calculation (ωB97M-V/def2-TZVPD) on a single C18H29N5O3S molecule in a non-equilibrium geometry.

The geometry in XYZ format:
```
56
Properties=species:S:1:pos:R:3:nbo_charge:R:1
C -6.05812 -2.40511 -0.57680 -0.607
C -5.29693 -1.58201 0.45592 -0.388
C -3.88692 -1.19622 0.00419 -0.395
C -2.93152 -2.38738 -0.04292 -0.398
C -1.55733 -2.03260 -0.60692 -0.397
C -0.76716 -1.10097 0.31477 -0.234
N 0.53621 -0.82463 -0.22564 -0.313
C 0.84482 0.04650 -1.20874 0.260
S -0.35810 1.06233 -1.92634 0.271
C 0.64872 2.51745 -2.36196 -0.518
C 1.56622 2.93560 -1.21281 -0.239
N 0.97989 2.62716 0.07453 -0.460
C 1.95487 2.51511 1.14334 -0.245
C 1.24595 2.01791 2.40357 -0.071
O 0.21127 2.89085 2.78668 -0.520
C -0.72806 3.03100 1.74864 -0.069
C -0.07587 3.54513 0.46511 -0.252
N 2.13150 0.04099 -1.53041 -0.542
C 2.68203 -0.87751 -0.71128 0.363
C 1.71815 -1.44716 0.11197 -0.113
C 2.04060 -2.43899 1.08881 0.656
O 1.30727 -2.99545 1.87971 -0.614
N 3.40818 -2.72005 1.04203 -0.637
C 4.40333 -2.18984 0.24148 0.791
O 5.55283 -2.55386 0.33718 -0.628
N 3.99705 -1.22888 -0.65955 -0.418
C 4.95646 -0.60549 -1.54316 -0.412
H -6.10007 -1.87730 -1.52716 0.200
H -7.07636 -2.58330 -0.23889 0.211
H -5.58469 -3.36970 -0.73921 0.200
H -5.23401 -2.14072 1.39222 0.195
H -5.85921 -0.66678 0.65525 0.200
H -3.93854 -0.73584 -0.98510 0.195
H -3.49932 -0.44852 0.69855 0.196
H -3.36134 -3.16557 -0.67452 0.207
H -2.81322 -2.80106 0.96069 0.202
H -0.97944 -2.94976 -0.74244 0.214
H -1.67157 -1.55187 -1.58173 0.202
H -0.62745 -1.57115 1.29057 0.245
H -1.29083 -0.14744 0.42445 0.218
H 1.23054 2.27567 -3.24935 0.239
H -0.08586 3.28329 -2.60812 0.227
H 2.49361 2.36568 -1.29491 0.231
H 1.80481 4.00749 -1.32359 0.181
H 2.72343 1.79577 0.85064 0.206
H 2.43761 3.48472 1.35764 0.169
H 1.93970 1.97408 3.24452 0.197
H 0.83823 1.01279 2.21452 0.164
H -1.48057 3.73470 2.10786 0.195
H -1.20463 2.06008 1.54304 0.161
H -0.82672 3.58751 -0.32517 0.204
H 0.32124 4.56114 0.63835 0.171
H 3.73416 -3.41967 1.69988 0.432
H 5.11620 0.43408 -1.25292 0.202
H 4.57817 -0.63480 -2.56384 0.216
H 5.89077 -1.15739 -1.46261 0.249
```

Results
Frontier orbital gap = 8.566 eV
Charge = 0
Structure (SMILES) = CCCCCCn1c(SCCN2CCOCC2)nc2c1c(=O)[nH]c(=O)n2C
Energy relative to the best compared isomer or geometry (same formula, charge and spin) = 18.5 kJ/mol